19
Properties=species:S:1:pos:R:3:forces:R:3 method="wB97M-V/def2-TZVPD" e_above_lowest_kj_mol=554.5 energy_ha=-339.72101 charge=+2 gap_ha="0.2329 / 0.2330"
H -0.905561 0.580871 -1.648845 0.11 0.20 -0.44
N -0.917825 0.710893 -0.652491 -1.16 -4.25 3.49
H 2.185117 -0.488590 0.320398 -0.68 0.55 -1.03
H -1.322391 1.871474 0.868481 -0.01 -0.16 0.20
C -0.849644 -0.402830 0.139586 -0.42 2.18 -3.21
C -0.515411 -1.597965 -0.665199 3.35 -0.94 -0.34
H 3.676013 0.924763 -0.327938 1.70 -0.49 1.08
H -0.447063 -2.448882 -0.003993 -0.23 -0.43 0.05
H -1.045533 -1.912145 -1.569729 -0.48 0.61 0.29
H -1.998445 -1.290390 1.428813 -0.06 0.20 0.72
N 2.739509 0.995865 -0.632625 -3.35 1.70 -2.35
H 2.573878 1.875720 -1.289978 0.09 -2.20 1.33
H -1.508293 0.269196 2.281614 0.60 -1.14 -1.36
H -1.713523 2.675619 -0.561156 0.72 -1.79 -0.18
H -0.452024 -1.138590 2.079375 2.57 -1.78 1.51
C -1.156542 -0.592474 1.608274 -3.35 2.89 -1.91
N -1.177375 1.882449 -0.124701 -0.53 4.28 0.54
H 0.613059 -1.497044 -1.044652 -2.25 -0.22 0.59
N 1.793026 0.217068 -0.391220 3.37 0.78 1.02